Entry from OMol25: a molecular structure, C19H18Cl2N7O2PtS (wB97M-V/def2-TZVPD).

Element x y z (Å)
Pt1 0.188 -0.005 -0.319
C1 -1.330 0.180 4.211
C2 -1.083 0.176 2.728
N1 0.038 0.224 2.155
N2 1.240 0.277 2.714
C3 2.366 0.215 1.931
N3 3.490 0.084 2.732
S1 2.494 0.311 0.290
C4 -2.261 0.153 1.776
C5 -3.554 0.182 2.274
C6 -4.623 0.227 1.386
C7 -4.366 0.244 0.031
C8 -3.042 0.193 -0.389
N4 -2.027 0.143 0.460
H1 -0.402 0.099 4.775
H2 -1.964 -0.659 4.505
H3 -1.827 1.102 4.519
H4 1.372 0.210 3.715
H5 3.403 -0.692 3.379
H6 4.315 -0.026 2.160
H7 -3.729 0.185 3.340
H8 -5.639 0.258 1.758
H9 -5.163 0.292 -0.697
H10 -2.774 0.183 -1.438
Cl1 -0.592 0.459 -3.015
C9 -0.812 2.170 -2.675
C10 -1.285 2.966 -3.691
C11 -1.488 4.330 -3.501
C12 -1.198 4.847 -2.233
C13 -0.721 4.053 -1.224
Cl2 -0.406 4.799 0.335
C14 -0.436 2.626 -1.344
N5 0.081 1.967 -0.353
H11 -1.500 2.511 -4.652
H12 -1.866 4.960 -4.294
H13 -1.357 5.900 -2.026
C15 -2.165 -4.778 -1.335
N6 -1.023 -4.193 -0.664
C16 -0.175 -4.948 0.090
C17 0.776 -4.376 0.834
C18 0.842 -2.914 0.906
O1 1.517 -2.380 1.790
N7 0.111 -2.192 -0.009
C19 -0.839 -2.800 -0.781
O2 -1.562 -2.207 -1.572
H14 -2.038 -5.861 -1.358
H15 -2.239 -4.392 -2.348
H16 -3.094 -4.539 -0.814
H17 -0.315 -6.021 0.030
H18 1.470 -4.952 1.426

2S+1 = 1
Orbital gap = 4.6 eV
DFT total energy = -2706.511338 a.u.
Charge = -1
E_HOMO = -2.1457 eV
LUMO = 2.450 eV

Charges obtained by Mulliken population analysis, quoted in units of e:
1. Pt 1.58
2. C -1.81
3. C 0.71
4. N 0.32
5. N -0.81
6. C 0.50
7. N -0.62
8. S -0.53
9. C 0.76
10. C -0.95
11. C -0.48
12. C -0.99
13. C -0.15
14. N 0.01
15. H 0.36
16. H 0.37
17. H 0.35
18. H 0.34
19. H 0.22
20. H 0.29
21. H 0.38
22. H 0.40
23. H 0.40
24. H 0.39
25. Cl -0.23
26. C 0.95
27. C -0.73
28. C -0.39
29. C -0.55
30. C 0.28
31. Cl -0.28
32. C -0.35
33. N -0.88
34. H 0.33
35. H 0.34
36. H 0.34
37. C -0.97
38. N 0.21
39. C 0.12
40. C -1.06
41. C 0.54
42. O -0.59
43. N -0.42
44. C 0.41
45. O -0.65
46. H 0.31
47. H 0.29
48. H 0.28
49. H 0.26
50. H 0.38